# 1
Here is a cluster of 17 separate species, C53H107N9O29 in total in a non-equilibrium geometry from the OMol25 dataset. Energies are from the ωB97M-V functional and the def2-TZVPD basis.

```
198
C53H107N9O29, DFT the ωB97M-V functional and the def2-TZVPD basis
O -5.4167 3.1637 -3.4747
O 2.8528 -6.7753 2.3347
O -5.7911 2.9099 1.6925
O 1.3450 1.1780 -7.6604
O 4.6921 5.7147 -4.0450
O 0.5829 0.1216 -2.3134
O -2.7088 2.8219 4.8875
O -1.0819 1.9796 6.2580
O 5.6989 4.2183 3.7743
O -8.0726 -4.3104 0.4049
O -5.8308 -2.7052 -2.9063
O 0.7948 -1.5928 -0.8353
O -2.3489 -6.1326 3.0821
O -0.6986 -5.0353 1.8018
O -1.1146 -7.0467 1.4596
O 7.8075 4.6422 3.3031
O 7.3144 0.3791 -2.4518
O 6.2429 6.2930 3.6118
O -3.6377 -2.6699 5.0311
O -0.0598 0.2113 -0.1305
O 0.9897 -2.8432 3.6962
O 5.9810 5.1983 -5.8513
O 3.7655 4.7125 -5.6914
O 6.0074 -1.2913 1.4215
O 4.0548 -0.4544 2.3630
O 4.1187 -2.4987 1.3295
O 1.7864 -4.3023 -3.0636
O -3.2992 1.8955 6.9554
O 1.3656 6.9078 2.7043
N -6.6176 -4.5041 2.1345
N 5.2392 0.8246 -3.4606
N -0.2120 2.8541 -7.5700
N -5.7090 1.0784 0.3405
N -3.5327 -2.9634 -2.8593
N -3.3650 2.9921 -2.5340
N 0.6389 -2.6109 5.9958
N 1.9861 -2.9078 -4.9203
N -0.4590 5.8352 1.6712
C -7.2426 -4.9782 1.0451
C -0.0089 -5.1762 0.6637
C 6.4538 0.2194 -3.3603
C -1.4805 -6.0984 2.1828
C -4.7222 -2.7815 -3.3849
C 1.3676 -3.4097 -3.7616
C -1.4755 3.0782 4.3304
C 1.2500 -2.0503 -5.8188
C 6.3414 -2.4988 0.6780
C -3.2184 4.3973 -2.1815
C 0.9080 2.2552 -8.0744
C -2.4572 2.1585 6.1052
C -4.4164 0.6880 0.9627
C -0.1283 -6.6693 0.5083
C 4.1626 -3.8049 -0.2546
C -4.3627 2.5306 -3.3352
C 3.3125 5.9797 -3.8094
C -2.2859 -3.0095 -3.6135
C 3.5300 4.3270 4.6206
C -3.8373 -1.3028 5.3909
C 0.1628 6.6742 2.5380
C -6.1458 0.3024 -0.7805
C -0.3702 -2.3484 7.0359
C 1.7172 4.0862 -4.4097
C 3.4391 -3.2059 -5.1347
C 0.4346 -0.4297 -1.2332
C 0.3414 5.1393 0.5739
C -6.3034 2.1730 0.7946
C -5.4787 -5.2440 2.7751
C 4.8993 2.0220 -2.6508
C -0.5994 -7.1853 -0.8777
C 1.9687 -6.1425 3.2747
C -6.6341 -3.0653 2.3470
C -0.5752 4.2197 -7.9744
C -1.8762 5.4890 1.8679
C -1.1404 2.1969 -6.6374
C -2.1880 2.2551 -2.2792
C 4.9981 -3.3320 0.8774
C 0.2616 -0.4349 1.0807
C -0.3629 2.5506 5.1968
C 4.8633 5.2780 -5.2939
C -0.9928 -0.2767 1.9213
C 4.4398 4.8716 3.6206
C 6.7140 5.0396 3.6451
C 4.6832 -1.3613 1.8333
C -3.4007 -2.8704 -1.3535
C 0.6012 1.5195 4.5722
C 4.1477 0.3968 -4.4065
C 4.8567 6.3361 3.7717
C 0.2331 -2.8540 4.7238
C 0.5698 -1.7776 0.5301
C 2.0414 -2.3097 6.4382
C 2.6525 5.2311 -4.8929
H -0.1369 5.3149 -0.3897
H -0.8351 -3.0664 4.5625
H 3.7049 -3.9589 -5.8766
H -5.7542 -2.5772 1.9279
H -2.4582 5.9922 2.6400
H 1.1686 0.0692 1.4142
H -2.4120 4.9745 -2.6340
H -0.5736 -4.7647 -0.1730
H 2.0707 -1.2266 6.5571
H -0.9831 -0.8612 2.8412
H 0.4399 -2.8784 -3.4984
H -3.0360 -0.6731 5.0044
H 1.4397 -0.9792 -5.7494
H -7.5280 -2.6102 1.9203
H 6.2823 -2.3425 -0.3991
H -4.0284 1.5826 -3.7844
H -0.7616 1.2163 -6.3492
H 3.7038 -6.3634 2.5015
H -1.5935 -3.7437 -3.2016
H 5.0916 -4.1658 1.5733
H 2.4854 4.6370 4.6475
H -1.9544 1.9263 -7.3099
H 2.0771 6.0184 -5.3799
H 2.9951 5.5555 -2.8568
H -3.2168 -3.8862 -1.0036
H 1.4190 2.8744 -8.8279
H 3.8535 -2.2735 -5.5181
H 4.0806 0.8060 -5.4146
H -2.1231 1.9833 -1.2257
H 5.4709 2.1188 -1.7278
H 4.2133 6.9390 3.1309
H -1.2982 4.1178 4.0550
H -4.3419 -0.3523 1.2796
H 0.9683 -4.7162 0.8100
H -4.2392 1.2166 1.8994
H 4.1130 -0.6897 -4.4870
H -0.3627 -2.3407 0.5670
H 1.3624 1.2279 5.2959
H -0.5367 -1.3245 7.3706
H -6.9383 0.9251 -1.1956
H 1.3774 5.4775 0.5535
H -4.7837 -0.9779 4.9585
H 3.1711 -4.1755 0.0053
H 2.3619 -2.7543 7.3804
H 0.2901 -6.9941 -1.4780
H 4.0889 -3.1189 -1.0984
H -5.3875 0.1606 -1.5506
H -7.1993 2.4626 0.2239
H 3.1560 7.0518 -3.6899
H 1.1243 1.8032 3.6590
H 7.2097 -3.0870 0.9752
H -6.5314 -2.8519 3.4110
H -1.4806 2.7833 -5.7839
H 6.5710 -0.5953 -4.0917
H 1.6361 -5.1136 3.1373
H -2.3514 -3.2839 -4.6664
H -1.9353 -0.5213 1.4315
H 0.8463 -7.0688 0.7891
H -5.7801 -6.2899 2.7178
H -4.3495 -2.4011 -1.0933
H 3.9444 -3.4451 -4.1990
H -3.5412 0.8837 0.3432
H 0.1693 -2.1000 -5.6857
H -1.3013 2.8389 -2.5260
H -2.0353 1.3448 -2.8590
H 0.1082 4.6398 -8.7124
H 4.6133 6.7188 4.7628
H 3.8146 4.5701 5.6443
H -4.4910 -5.0657 2.3499
H -6.4338 -0.6426 -0.3199
H -4.2207 4.8257 -2.1773
H 1.4344 -2.3335 0.8928
H -0.6675 -8.2706 -0.9523
H -2.9283 4.4553 -1.1324
H -2.6332 -2.1619 -1.0423
H -1.2900 2.5483 3.3961
H 0.0262 0.6023 4.4449
H 1.0754 -6.7475 3.4300
H -5.3999 -4.9809 3.8299
H 5.0096 2.9398 -3.2284
H 1.3192 -2.5383 -6.7910
H 1.2030 3.4613 -5.1400
H 3.3560 3.2576 4.5013
H 3.9087 1.8922 -2.2150
H 0.3128 4.0567 0.6981
H -2.3895 5.5401 0.9077
H 4.5182 -4.7558 -0.6515
H -0.0561 -2.6807 8.0253
H 3.2462 0.6246 -3.8379
H 2.7011 -2.6412 5.6363
H -1.2436 0.7503 2.1870
H -1.3027 -2.8792 6.8444
H -1.7557 -2.0580 -3.5740
H 0.9618 4.5846 -3.8022
H 2.3934 3.5045 -3.7831
H 2.3226 -6.1677 4.3054
H -1.4603 -6.6321 -1.2529
H -0.5296 4.9688 -7.1839
H -6.8808 -5.9842 0.7821
H 0.2305 3.4561 5.3237
H -1.6016 4.2932 -8.3340
H 4.0039 4.6992 2.6365
H -4.4284 -2.8748 -4.4419
H -2.0524 4.4421 2.1149
H -3.9517 -1.0439 6.4435
H -4.2706 -3.2383 5.4760
H -0.6262 7.0508 3.2072
```

The LUMO energy comes out at -0.3 eV. For the total energy, the calculation gives -4758.20494 Ha. Its HOMO energy is -9.2 eV.

# 2
Here is a structure of composition C2H3Br3Si in a non-equilibrium geometry from the OMol25 dataset. Energies are from the ωB97M-V functional and the def2-TZVPD basis.

```
9
C2H3Br3Si, DFT the ωB97M-V functional and the def2-TZVPD basis
Br 2.8656 -0.4070 -0.3264
Br 1.7529 2.6396 0.4118
Br 0.7264 -2.7589 0.4159
Si -1.5710 -0.2436 -0.1874
C 1.4609 0.7015 0.1108
C 0.2016 0.5439 -0.0043
H -1.9346 -0.4637 1.2423
H -2.4374 0.9502 -0.3337
H -1.0645 -0.9621 -1.3290
```

The LUMO energy (alpha / beta) comes out at -1.2 / -3.5 eV. As for the energy relative to the best compared isomer or geometry (same formula, charge and spin): 8.1410 eV. For the total energy, the calculation gives -8089.34997 Ha. Its HOMO energy (alpha / beta) is -9.7 / -8.3 eV.

# 3
Here is a structure of composition C44H60Br2MnN3O3 in a non-equilibrium geometry from the OMol25 dataset. Energies are from the ωB97M-V functional and the def2-TZVPD basis.

```
113
C44H60Br2MnN3O3, DFT the ωB97M-V functional and the def2-TZVPD basis
Br -5.0480 -0.8695 -0.3045
Br -4.1294 -6.4479 -0.4540
Mn 0.0229 -0.5930 0.0519
O 0.1116 -0.3393 -1.8072
O -2.0548 -0.8284 0.1307
O 0.2179 -0.3799 1.9708
N 0.0578 1.7231 0.0052
N 2.3654 0.0154 -0.1871
N -0.2525 -2.8355 0.0598
C -2.6477 1.6644 -4.1835
C 4.0851 3.8797 4.3361
C -1.7747 -2.5500 -4.4450
C -2.2402 2.1596 -2.9507
C 2.9565 3.3335 5.2252
C 0.7240 0.4656 2.8015
C -0.4829 -1.6635 4.5839
C -4.3066 -3.6269 -0.3396
C 2.7293 -0.4967 -1.5024
C 0.6392 -3.8098 0.0088
C 0.7720 1.8423 2.4733
C -5.0358 2.3702 -4.1069
C -3.3461 3.8207 -5.2650
C 2.1301 2.3260 4.4278
C -2.0343 -4.4758 -0.1637
C 3.2105 -0.5777 0.8456
C -1.1632 2.0450 -0.7504
C 2.4829 1.4814 -0.1540
C 1.5458 -1.5576 5.9900
C 0.2617 -5.1520 -0.0678
C -1.1056 -0.2180 -3.8642
C 3.5952 2.7105 6.4686
C -1.5726 -3.1391 -0.0380
C 1.4733 2.7303 3.2689
C 2.0831 -3.3993 0.0259
C 1.9675 0.9956 4.8119
C 1.7454 -2.3768 3.6520
C -0.1804 -1.3139 -5.9322
C -2.0565 0.4824 -4.6040
C -3.4220 -4.6769 -0.2988
C -4.0723 1.6774 -6.2863
C -3.8329 -2.3260 -0.2208
C -1.0655 -5.4952 -0.1385
C 1.2388 2.1338 -0.7309
C -3.7563 2.3726 -4.9605
C -0.6095 -1.5465 -4.4726
C 2.0669 4.4985 5.6880
C -0.0766 2.3509 1.3346
C 1.2607 0.0645 4.0623
C -2.4771 -2.0169 -0.0294
C 0.5843 -2.2107 -3.7727
C 1.0286 -1.3657 4.5616
C -1.3244 1.4970 -2.1546
C -0.7426 0.2773 -2.5843
H -1.3673 -6.5324 -0.1733
H -1.1153 2.1944 1.6375
H -5.3061 1.3473 -3.8389
H 1.2872 -2.5622 6.3317
H -2.6413 -2.1643 -4.9850
H 2.1254 -2.3138 -0.0504
H 2.6140 -3.8422 -0.8191
H -1.2731 3.1420 -0.8075
H -0.9984 -0.9297 5.2085
H -4.1396 4.3378 -5.8127
H 0.2257 -2.2396 -6.3489
H -0.9028 -1.6219 3.5822
H -2.0002 1.6564 -0.1636
H 2.6467 5.2083 6.2857
H 0.3399 -2.5089 -2.7581
H 2.6323 -1.4524 6.0468
H -4.8916 2.9261 -3.1802
H 3.3624 1.8263 -0.7216
H -2.3595 0.0674 -5.5564
H 2.7139 -1.5866 -1.4947
H 2.8349 2.3372 7.1573
H -2.4377 3.8369 -5.8706
H 2.0056 -0.1525 -2.2408
H -2.6793 3.0760 -2.5655
H 1.5637 -3.3981 4.0031
H 1.5003 3.7743 2.9659
H 1.3488 3.2309 -0.7547
H 4.6926 4.6061 4.8851
H 2.6138 1.7881 0.8798
H 1.1078 1.7858 -1.7565
H 3.6839 4.3704 3.4486
H 1.2434 4.1221 6.2975
H 0.0759 3.4384 1.2377
H 2.5796 -3.7174 0.9452
H -5.3643 -3.8115 -0.4600
H 0.5924 -0.5441 -5.9841
H 2.4136 0.6684 5.7417
H 2.9130 -0.2022 1.8243
H 1.0267 -5.9180 -0.0644
H -1.0137 -1.0033 -6.5636
H 3.0861 -1.6612 0.8482
H -1.4740 -3.4974 -4.9033
H 1.0850 -0.8393 6.6720
H -4.8629 2.2231 -6.8067
H -5.8679 2.8228 -4.6552
H 4.1830 3.4674 6.9933
H 0.8695 -3.1048 -4.3392
H 1.6413 5.0362 4.8402
H -3.1956 1.6470 -6.9366
H 1.3759 -2.2911 2.6320
H -2.0768 -2.7461 -3.4133
H 4.2612 1.8877 6.2014
H 3.7388 -0.1654 -1.7991
H -4.4224 0.6572 -6.1185
H -0.6654 -2.6603 4.9970
H 2.8244 -2.1956 3.6558
H 4.7318 3.0637 4.0072
H -3.1503 4.3752 -4.3468
H 1.4422 -1.5393 -3.7331
H 4.2767 -0.3482 0.6817
```

The LUMO energy (alpha / beta) comes out at 2.4 / 2.4 eV. The charge is -1. As for the energy relative to the best compared isomer or geometry (same formula, charge and spin): 0.5586 eV. The spin multiplicity is 2. For the total energy, the calculation gives -8401.78662 Ha. Its HOMO energy (alpha / beta) is -4.1 / -3.7 eV.

# 4
Here is a cluster of 2 separate species, C17H17NO2P in total from the OMol25 dataset. Energies are from the ωB97M-V functional and the def2-TZVPD basis.

```
38
C17H17NO2P, DFT the ωB97M-V functional and the def2-TZVPD basis
P 1.8247 -0.3097 -4.9031
O -2.3733 -1.9512 2.4700
O 0.7389 2.4131 2.1170
N -0.7807 -0.8049 -3.9244
C -1.7436 0.1235 3.3927
C 1.7629 1.2018 -3.7868
C 0.2259 -1.0243 -4.9740
C 0.4179 -1.7438 -0.6530
C -0.6432 -0.8344 1.3031
C -1.0210 2.2466 4.2719
C 1.0842 0.4135 0.1695
C -2.7514 1.0050 5.3875
C 0.0582 1.4118 2.1918
C -1.6502 -0.9802 2.3847
C -2.6588 0.0078 4.4330
C 2.8423 -1.4232 -3.7678
C -0.5094 -1.8556 0.3690
C 1.2150 -0.6092 -0.7547
C 0.1617 0.3065 1.2043
C -1.9288 2.1244 5.3087
C -0.9262 1.2481 3.3091
H 3.5201 -1.9991 -4.3999
H -1.9996 2.9019 6.0587
H 3.4614 -0.8705 -3.0523
H 0.5223 -2.5312 -1.3885
H -3.4646 0.9132 6.1967
H -0.3731 3.1080 4.1831
H 2.7511 1.4422 -3.3847
H -0.1886 -0.7736 -5.9540
H 2.2103 -2.1359 -3.2326
H 1.0565 1.1398 -2.9539
H 1.9197 -0.5326 -1.5667
H -3.2845 -0.8736 4.4702
H -0.7177 -1.4868 -3.1819
H 1.6884 1.3079 0.1012
H -0.7462 0.1130 -3.4874
H -1.1461 -2.7250 0.4594
H 1.4455 2.0367 -4.4161
```

The LUMO energy comes out at 1.0 eV. The charge is -1. For the total energy, the calculation gives -1204.57582 Ha. Its HOMO energy is -2.0 eV.

Question: Which formula does entry 1 have?
Answer: C53H107N9O29

Please write out number 2 again, unchanged.
Here is a structure of composition C2H3Br3Si in a non-equilibrium geometry from the OMol25 dataset. Energies are from the ωB97M-V functional and the def2-TZVPD basis.

```
9
C2H3Br3Si, DFT the ωB97M-V functional and the def2-TZVPD basis
Br 2.8656 -0.4070 -0.3264
Br 1.7529 2.6396 0.4118
Br 0.7264 -2.7589 0.4159
Si -1.5710 -0.2436 -0.1874
C 1.4609 0.7015 0.1108
C 0.2016 0.5439 -0.0043
H -1.9346 -0.4637 1.2423
H -2.4374 0.9502 -0.3337
H -1.0645 -0.9621 -1.3290
```

The LUMO energy (alpha / beta) comes out at -1.2 / -3.5 eV. As for the energy relative to the best compared isomer or geometry (same formula, charge and spin): 8.1410 eV. For the total energy, the calculation gives -8089.34997 Ha. Its HOMO energy (alpha / beta) is -9.7 / -8.3 eV.